The following is a quantum chemistry calculation of 15 unconnected molecules or ions with the total composition C95H221N15O15 at a distorted geometry, from the OMol25 dataset.

The geometry in XYZ format:
```
346
Properties=species:S:1:pos:R:3:forces:R:3
C -1.9364 -6.0225 3.5184 0.2614 -0.3061 -0.0832
C -2.0111 -4.6101 4.1242 1.2177 0.0189 -0.1262
C -3.4684 -4.0820 3.9935 0.2679 -0.3788 0.4797
C -3.8370 -2.9347 4.8996 1.4226 0.6349 0.7958
C -3.5321 -3.3839 6.3363 -0.8628 0.8893 -0.4939
C -2.0370 -3.6458 6.5457 0.4612 -1.4681 0.5102
N -1.7227 -4.7867 5.6098 -1.1522 0.0734 -0.7449
O -0.4013 -5.3002 5.8074 -0.2798 0.6815 -0.1352
C -1.0685 -2.5016 6.3474 0.8993 0.5448 -0.3285
C -1.9043 -4.2411 7.9849 -0.9649 0.5465 -0.9039
C -0.9612 -3.6827 3.3833 -1.8201 0.4855 0.9177
H -0.9803 -6.4940 3.7508 -0.0065 0.0943 0.2131
H -2.0009 -6.1165 2.4312 -0.1446 0.7188 -0.0508
H -2.7293 -6.6558 3.8949 -0.2037 -0.1437 0.3849
H -3.7387 -3.8435 2.9832 0.2397 -0.0856 -0.8258
H -4.0674 -4.9293 4.3047 -0.4386 -0.2710 -0.0893
H -4.8384 -2.5284 4.7811 -0.2693 -0.4491 -0.0800
H -3.1817 -2.0728 4.7196 -0.0912 0.0302 -0.2925
H -4.0937 -4.3192 6.4572 0.2557 0.0584 0.4545
H -3.9521 -2.6311 7.0389 0.5617 -0.4585 -0.1238
H -0.0867 -2.9010 6.0755 -0.0861 -0.2292 0.1550
H -1.2936 -1.8680 5.4824 -0.2835 0.1680 0.4538
H -0.8471 -1.8892 7.2349 -0.5804 -0.0820 -0.1783
H -2.3316 -3.4907 8.6721 0.1288 -0.4371 -0.0688
H -2.5380 -5.1501 7.9510 0.5345 0.3495 0.5112
H -0.8789 -4.4332 8.2734 0.1521 -0.2089 -0.0350
H -1.2908 -2.6689 3.6525 0.2690 0.0157 -0.4753
H -1.0503 -3.7953 2.2998 0.1599 -0.0775 0.0914
H 0.0545 -3.7577 3.7430 0.2861 -0.4930 0.0185
H -0.5843 -6.1442 6.2262 0.0566 -0.1459 0.0355
C 1.1163 5.5663 0.9135 1.6025 0.9016 0.9227
C 0.1604 5.9614 2.0437 -2.3805 -0.9993 -0.9655
C 0.7692 6.3406 3.3493 1.3358 0.4224 1.7315
C 1.4135 7.6928 3.3573 0.2136 1.5843 -1.6728
C 0.3838 8.7963 2.9406 1.0045 -0.6547 2.4803
C -0.1937 8.5017 1.6209 -1.6910 -0.9549 -2.6607
N -0.8057 7.1062 1.6122 0.8007 -0.6887 1.8671
O -1.4102 6.7815 0.3768 -0.3438 0.1864 -0.1279
C -1.3346 9.4776 1.4177 -0.0113 1.0966 -0.1867
C 0.7225 8.6344 0.3946 0.6738 -0.6223 -0.0323
C -0.7425 4.6929 2.3352 0.9499 1.3934 -0.0058
H 1.5800 4.5868 1.0124 -0.4269 -0.3518 0.2739
H 2.0096 6.2278 0.9220 -0.5865 -0.1477 -0.2872
H 0.6258 5.6216 -0.0355 -0.2881 0.0917 -0.4685
H 0.0340 6.4608 4.1459 -0.6181 -0.5817 -0.1657
H 1.5219 5.6233 3.7842 -0.7609 0.1357 -0.9104
H 2.1736 7.7807 2.5824 0.3243 -0.3346 -0.2055
H 1.9860 7.8754 4.2481 -0.2457 0.3026 0.7739
H 0.8241 9.8032 2.9669 0.0925 -0.2908 -0.2415
H -0.4431 8.8407 3.6801 0.3062 -0.1780 -0.2632
H -2.1315 9.4173 2.1485 -0.2029 -0.4654 0.1949
H -0.9223 10.4794 1.5549 0.0949 0.1458 -0.0172
H -1.7442 9.4953 0.4150 -0.1538 -0.3878 -0.2106
H 0.8546 9.6333 -0.0010 -0.1263 0.4169 0.1962
H 1.7167 8.2193 0.5762 -0.0273 0.1993 0.0472
H 0.3112 8.0234 -0.4156 -0.0534 0.2627 0.2324
H -1.2218 4.4409 1.3927 -0.2779 -0.3762 0.1417
H -1.4469 4.9434 3.1448 0.0486 -0.2885 -0.4294
H -0.0410 3.9110 2.6696 -0.4624 -0.0028 -0.1579
H -2.4103 6.6938 0.5469 1.1771 0.0287 0.3579
C -1.2364 2.9500 6.4856 -0.5142 -0.7428 -0.8293
C -2.4180 1.9858 6.0821 0.0049 0.2629 -0.7417
C -2.7759 0.8821 7.1480 -0.0341 0.8627 -0.8684
C -3.4367 1.4579 8.3751 -0.0476 0.9964 -0.6368
C -4.6620 2.2850 8.0190 -0.0944 -0.0463 0.5128
C -4.4229 3.3560 6.9534 0.5277 -0.2523 -1.2568
N -3.6975 2.6931 5.8137 -0.8623 -0.0285 -0.4420
O -3.6273 3.6060 4.6280 0.3939 -0.8800 1.8401
C -5.8234 3.7751 6.4442 0.3711 0.6068 0.3374
C -3.6430 4.5800 7.4946 -0.8921 -0.1875 0.4448
C -2.0299 1.2475 4.7639 0.4448 1.4054 1.0734
H -1.2667 3.0841 7.5414 0.2169 0.2883 0.8534
H -1.3261 3.9377 6.0002 -0.0017 -0.5573 0.0663
H -0.2641 2.5030 6.2279 -0.2986 0.1170 0.0159
H -3.4418 0.2120 6.6103 -0.1878 -0.2989 0.0711
H -1.8933 0.3251 7.4240 0.4621 -0.1405 -0.0627
H -2.7673 2.2291 8.7385 0.5603 -0.2864 0.7964
H -3.6591 0.7127 9.1355 0.1091 0.0447 0.0946
H -4.9684 2.8176 8.9294 -0.2007 -0.0816 -0.1370
H -5.4897 1.6487 7.7172 -0.1257 -0.1133 -0.1543
H -6.4177 2.9395 6.0617 0.2786 0.0003 0.1396
H -6.3451 4.2426 7.2903 -0.0858 -0.2454 -0.1403
H -5.7679 4.5399 5.6698 0.1481 -0.0391 -0.0654
H -2.8212 4.3358 8.2085 -0.6834 0.2812 -0.7036
H -3.3233 5.1814 6.6582 0.5957 0.0206 -0.2938
H -4.3883 5.2215 7.9717 0.1903 -0.0361 0.4911
H -1.1538 0.6695 5.0118 0.3408 -0.4897 -0.1438
H -1.7343 2.0078 4.0334 -0.1808 -0.2802 -0.1223
H -2.8254 0.6178 4.4097 -0.3847 -0.2381 -0.2397
H -4.1384 3.0912 3.9950 -0.0230 0.0322 -0.1130
C 5.8816 -0.1098 1.1346 0.0799 0.2661 -0.3495
C 5.6526 1.2592 1.7784 -0.1299 0.8550 0.0544
C 4.1172 1.4892 1.6430 0.3432 0.5240 -0.2836
C 3.6584 2.7036 2.4119 0.7044 0.1253 1.0415
C 4.0293 2.5348 3.8970 0.1464 0.6148 -0.4423
C 5.5388 2.3146 4.1501 0.5750 -1.7059 0.9712
N 5.9439 1.1609 3.2565 -0.4964 -0.1096 -0.3195
O 7.3165 0.6479 3.4800 -1.7153 0.8032 -0.0706
C 6.4441 3.5480 4.0446 -0.2805 0.1082 -0.6197
C 5.6534 1.8598 5.6480 0.4398 -0.9229 0.0981
C 6.5123 2.3791 1.0412 -0.0709 -0.3444 -0.1519
H 5.4871 -0.0451 0.0991 0.2674 -0.2252 0.5099
H 5.3391 -0.9015 1.6731 0.1025 0.2659 -0.0814
H 6.9388 -0.3616 1.1086 0.0873 -0.0753 -0.0987
H 3.8122 1.6627 0.6065 0.5036 -0.2167 -0.2279
H 3.6378 0.5590 1.9277 -0.3168 -0.1009 0.4329
H 2.5988 2.9111 2.3340 -0.3322 -0.1265 -0.1711
H 4.1850 3.5599 1.9903 -0.0884 0.2382 0.0154
H 3.4358 1.6828 4.2545 0.3920 0.0516 0.2254
H 3.7520 3.4160 4.4981 -0.0949 -0.1849 -0.2139
H 6.0491 4.2533 3.3363 0.0244 0.1519 -0.9771
H 6.3907 4.1521 4.9377 0.3477 -0.1997 0.6544
H 7.4828 3.2807 3.7804 -0.5384 0.1484 0.3000
H 5.4337 2.6981 6.3113 0.0820 0.0805 -0.1364
H 4.9818 1.0452 5.9768 -0.0540 0.2605 -0.6598
H 6.6617 1.4697 5.9058 -0.3677 0.5607 -0.3495
H 6.6512 2.1666 -0.0385 -0.1031 -0.2913 0.5523
H 7.5082 2.3693 1.5079 -0.2361 0.1180 -0.2400
H 6.1291 3.4265 1.0304 0.0001 -0.8551 0.5462
H 7.0396 -0.2101 3.8297 0.5372 0.1032 -0.0113
C 2.3461 -3.8654 1.3363 0.4752 0.2366 0.4658
C 3.3770 -4.8906 0.7176 -0.5951 1.1069 -0.7292
C 4.2178 -5.7133 1.6864 0.7004 -0.7914 0.1290
C 3.4885 -6.8785 2.3687 -0.7620 1.6615 -0.5837
C 2.8080 -7.7249 1.2965 0.7691 0.2190 0.4152
C 1.9046 -6.8940 0.3549 -1.1956 -0.0360 -0.0047
N 2.7111 -5.8185 -0.2011 1.7121 -0.5429 0.6651
O 2.1612 -5.1359 -1.2694 -1.5551 0.4396 0.3690
C 1.5305 -7.7844 -0.8114 0.0316 -0.9110 -0.3389
C 0.5549 -6.4001 1.0349 0.8992 -1.1090 -0.1321
C 4.3213 -4.0361 -0.1486 1.1778 -0.1918 1.0193
H 2.0413 -4.0335 2.3691 0.0536 -0.3649 0.0567
H 1.4365 -3.7355 0.7590 -0.3564 -0.4759 -0.2306
H 2.7051 -2.8345 1.3186 0.5854 -0.1005 0.1134
H 5.0770 -6.1408 1.1479 -0.1864 0.2302 -0.2629
H 4.6595 -5.0692 2.4319 0.0034 0.4346 0.3454
H 2.7151 -6.3339 2.9132 -0.2344 -0.4933 0.6346
H 4.1235 -7.4104 3.0855 -0.1420 -0.0272 -0.3327
H 2.2910 -8.5273 1.8096 -0.6261 -0.1690 -0.2309
H 3.5899 -8.2087 0.6923 -0.2107 0.1580 -0.0676
H 2.4010 -8.2355 -1.3022 0.0992 0.2075 0.2477
H 0.9065 -8.6134 -0.4790 -0.1143 -0.0225 0.1249
H 1.0024 -7.2642 -1.5915 -0.3877 0.3893 -0.1714
H -0.1029 -5.8805 0.3348 0.2283 0.2673 0.0362
H -0.0095 -7.2752 1.3638 0.0368 -0.1619 -0.1243
H 0.7352 -5.8397 1.9405 -0.0054 0.4491 0.0409
H 3.8126 -3.2849 -0.7355 -0.1284 -0.2198 -0.5427
H 5.0443 -4.6665 -0.6847 -0.6247 0.0946 -0.4544
H 4.9886 -3.4663 0.5081 -0.2030 0.1015 0.2967
H 1.4159 -4.5994 -0.8962 0.4592 -0.3210 -0.5571
C -4.4765 -1.2443 -1.9440 -0.9909 -0.7167 -1.0454
C -4.5417 -2.7517 -1.5782 1.3917 1.1754 1.4397
C -5.3812 -3.4664 -2.6187 -0.1836 -0.4950 -0.4391
C -5.2161 -4.9881 -2.5898 -0.1929 0.3302 0.9911
C -3.7574 -5.2854 -2.7866 0.9138 0.1025 0.1022
C -2.8159 -4.5965 -1.7457 0.0739 -0.6353 -0.8859
N -3.1148 -3.1767 -1.7001 -0.7186 0.0151 -1.0846
O -2.2946 -2.5375 -0.7339 -0.7113 -0.4383 0.1919
C -2.9011 -5.2314 -0.3537 0.0148 0.8630 -0.3148
C -1.4015 -4.7438 -2.3426 0.0588 -0.1991 1.2064
C -5.0678 -2.8593 -0.1217 -0.9295 0.1718 0.2899
H -4.0681 -0.5883 -1.1904 0.2526 -0.0840 0.4032
H -5.4745 -0.8774 -2.1944 -0.1780 0.0364 0.2881
H -3.9450 -1.2016 -2.8944 0.4071 0.2906 0.0436
H -6.4246 -3.1740 -2.4722 0.0466 0.0358 -0.0988
H -5.0493 -3.1420 -3.6065 -0.1336 0.3046 -0.0686
H -5.7799 -5.5314 -3.3424 -0.3628 0.2782 -0.1481
H -5.5926 -5.3058 -1.6074 0.1976 -0.3663 -0.1498
H -3.4782 -4.9164 -3.7951 -0.0069 -0.0970 0.4074
H -3.5169 -6.3624 -2.7899 -0.1927 0.3086 0.1403
H -2.3855 -6.1687 -0.3430 -0.0847 -0.8854 0.0719
H -2.3400 -4.5708 0.2965 0.0982 0.1106 0.3646
H -3.9263 -5.2629 0.0262 0.1869 -0.3852 -0.1085
H -0.6773 -4.3227 -1.6339 0.0295 0.0530 -0.1166
H -1.1545 -5.8017 -2.4456 0.0217 0.0047 -0.1686
H -1.2792 -4.2391 -3.2950 -0.1779 -0.0057 -0.1347
H -5.7432 -3.6932 0.0869 0.0687 -0.1641 -0.3380
H -5.6389 -1.9659 0.1643 -0.0728 -0.0588 -0.3439
H -4.3111 -2.9020 0.6495 0.6433 -0.0840 -0.2050
H -1.8431 -1.8712 -1.2552 0.6851 0.5970 -0.0514
C -1.4010 0.4413 0.7084 0.3414 -0.4869 1.7903
C -0.2350 0.4896 -0.2853 -0.2706 -0.0834 -0.2058
C 0.8837 -0.4489 0.2276 0.1387 1.0856 1.2417
C 2.0412 -0.6498 -0.7316 -0.4918 0.1532 -0.5438
C 1.4175 -1.2670 -1.9776 -0.0926 0.7166 -0.2302
C 0.3683 -0.3011 -2.6034 -1.6744 -1.5231 -0.8045
N -0.6828 -0.0834 -1.5604 -0.0167 0.1078 0.1116
O -1.7572 0.7504 -2.0708 0.9976 -0.1396 -0.0257
C 0.8974 0.9634 -3.2858 -0.3604 -0.7811 0.5244
C -0.4091 -1.1858 -3.6584 0.9752 0.5190 0.4721
C 0.2603 1.9314 -0.3861 0.4793 1.2235 0.7646
H -1.7433 -0.5614 1.0251 0.2796 0.0305 -0.7597
H -2.2961 1.0177 0.5255 -0.0354 0.3744 -0.6828
H -1.0286 0.8355 1.6672 0.0640 0.1666 -0.1904
H 1.2985 0.1037 1.0815 -0.2043 -0.3197 0.3154
H 0.4090 -1.3631 0.6068 0.2973 -0.0934 -0.2549
H 2.8388 -1.2799 -0.3134 -0.2071 0.2614 -0.0178
H 2.4426 0.3634 -0.9393 0.1705 -0.6624 -0.0469
H 0.8952 -2.1857 -1.6624 0.0733 0.1654 -0.2439
H 2.1256 -1.5358 -2.7659 0.1362 0.0204 0.0757
H 1.4133 0.6603 -4.1829 -0.0483 0.0129 -0.5966
H 0.0363 1.6128 -3.4872 0.4373 0.0286 -0.1226
H 1.6310 1.4484 -2.6749 0.2454 0.5653 0.2206
H -1.2096 -0.6327 -4.1478 0.1236 0.0211 -0.1065
H 0.3035 -1.5925 -4.3911 -0.3036 0.1728 0.0178
H -0.8347 -2.0143 -3.1002 -0.1788 -0.2024 -0.1391
H -0.4495 2.6900 -0.7174 -0.4078 -0.4425 -0.4322
H 1.1717 2.1017 -0.9445 0.0211 -0.3167 -0.4011
H 0.5456 2.3548 0.5871 -0.1738 -0.5534 0.3158
H -2.5131 0.1875 -1.9044 -0.3719 -0.1047 -0.1452
C -6.1628 6.7006 -4.2075 0.3159 0.3406 1.2552
C -5.1711 5.9219 -3.3573 0.1530 -0.5708 0.6374
C -3.9391 5.4170 -4.0872 -0.4769 -0.3656 -0.4149
O -3.1768 4.5557 -3.2538 0.4119 -0.5458 -0.0091
C -3.6052 3.1760 -3.2041 -0.7199 1.0728 -0.1519
N -4.7619 6.6786 -2.1497 -0.4287 0.2948 -0.0446
H -6.9450 6.9487 -3.4868 -0.1405 0.4369 -0.3008
H -6.6323 6.1428 -5.0012 0.1921 -0.3028 -0.3569
H -5.6832 7.6066 -4.5751 -0.2131 0.1348 -0.2109
H -5.7231 5.0480 -2.9708 0.2103 0.0730 -0.0917
H -3.3329 6.2860 -4.3538 0.2771 -0.1157 0.0983
H -4.2059 4.9083 -5.0290 -0.0036 -0.0367 0.1731
H -3.7757 2.7847 -4.2090 0.4837 -0.0903 -0.1852
H -4.5938 3.1144 -2.7378 0.0661 -0.0208 0.3080
H -2.8857 2.5880 -2.6335 0.0450 0.2532 -0.2282
H -4.4106 7.6133 -2.3520 -0.1031 -0.1908 -0.3242
H -4.0063 6.2038 -1.6685 0.0102 -0.2116 -0.1607
C -5.9855 5.4255 2.3111 1.0129 0.1846 0.7428
C -4.6224 5.3029 1.6002 -0.4132 -1.3402 0.1608
C -4.6920 4.3152 0.4060 -0.7243 0.7950 0.7376
O -5.1662 3.1013 0.9300 -0.2468 -1.2635 -0.2369
C -5.3898 2.0334 -0.0229 -0.3678 0.9331 0.2700
N -4.0891 6.5622 1.1716 0.1147 1.1419 -1.6876
H -5.8284 6.2479 3.0249 -0.4094 -0.1994 0.0174
H -6.2090 4.5210 2.8880 -0.1173 0.1690 -0.2478
H -6.8179 5.6885 1.6606 0.0756 -0.0789 -0.2201
H -3.8783 4.8499 2.2783 -0.3528 0.2256 0.0784
H -3.7012 4.2546 -0.0322 0.2706 -0.2618 -0.3885
H -5.4399 4.6894 -0.3031 0.2406 0.1383 -0.3641
H -5.9879 1.2514 0.4895 0.5317 0.4753 -0.2036
H -4.4109 1.6414 -0.3356 -0.3391 -0.0420 -0.1891
H -5.9980 2.3900 -0.9061 0.7133 -0.2387 0.7427
H -3.9319 7.2604 1.8921 -0.2133 -0.3553 0.1405
H -4.6715 6.9826 0.4261 0.3005 -0.2478 0.6315
C 1.3607 0.2580 -7.3127 0.3527 1.1479 0.3475
C 1.6560 -0.2874 -8.6917 -0.1527 0.0443 -0.4522
C 1.5124 0.7345 -9.8103 -0.2478 0.7803 -0.9768
O 0.1830 1.2971 -9.9110 0.8048 -0.5714 -0.4560
C -0.0169 2.2242 -10.9921 0.4633 0.0808 1.3718
N 3.0432 -0.7503 -8.8109 0.2059 0.1335 0.4195
H 1.9349 1.1918 -7.1000 -0.1893 -0.6621 -0.1391
H 1.5980 -0.4818 -6.5538 0.1276 -0.1488 0.1669
H 0.3044 0.5137 -7.1786 0.1169 -0.1305 -0.2719
H 0.9187 -1.0774 -8.8342 -0.0955 -0.2881 -0.3523
H 1.8377 0.2431 -10.7674 -0.5855 0.2796 0.4788
H 2.2443 1.5468 -9.6695 -0.1276 -0.1035 0.2425
H 0.4059 3.2149 -10.7356 -0.3013 -0.2793 0.0143
H -1.0877 2.2718 -11.1207 -0.2378 0.2535 -0.0620
H 0.4364 1.9425 -11.9258 0.3119 -0.6001 -0.4301
H 3.3184 -1.3271 -8.0320 -0.0429 -0.0931 0.1876
H 3.2793 -1.2574 -9.6567 -0.4299 0.1190 0.0066
C 2.0238 -3.8148 -5.6356 0.4888 0.5615 0.1666
C 2.1051 -4.5958 -4.3166 -0.0026 0.1616 -0.1497
C 1.7930 -6.0870 -4.4377 0.2103 1.4957 -0.3566
O 0.3955 -6.2590 -4.6220 0.6843 -0.2670 0.5723
C 0.1144 -7.6287 -4.7859 -0.8436 0.2366 -1.0250
N 3.4998 -4.5298 -3.8202 -1.0553 -0.3894 -0.8400
H 2.8673 -4.0522 -6.3020 -0.1749 -0.2296 0.2695
H 2.0776 -2.7338 -5.4732 0.2422 0.0696 0.3377
H 1.1195 -3.8922 -6.2121 -0.5567 -0.6195 0.0178
H 1.3588 -4.2348 -3.5527 0.5338 0.1481 -0.7277
H 2.1699 -6.4084 -3.4670 -0.2760 -1.1022 -0.0745
H 2.3378 -6.5090 -5.2990 0.0383 -0.1363 0.4115
H 0.6094 -7.9619 -5.7212 0.0671 -0.4206 0.6685
H -0.9558 -7.6687 -4.9944 -0.1084 -0.2058 0.1328
H 0.3175 -8.2496 -3.9047 0.3433 0.1256 -0.1914
H 3.8889 -3.6241 -4.0180 0.1809 0.2140 0.4643
H 3.4854 -4.7879 -2.8454 0.3742 0.4466 0.2369
C -1.7375 -4.3755 -9.1929 -0.4287 -0.7433 -0.4908
C -0.9723 -4.5943 -7.8925 -0.3552 -1.5300 -0.3036
C -1.7753 -4.2222 -6.6514 0.6097 -0.0885 -0.1296
O -2.0694 -2.8234 -6.6567 -0.1407 -0.9669 -0.1458
C -3.3236 -2.5813 -6.0765 -0.1941 0.7097 -0.2433
N -0.5775 -6.0968 -7.8214 -0.3413 2.2951 -0.3890
H -1.0578 -4.6301 -10.0008 0.0722 0.0463 -0.2399
H -2.1634 -3.3851 -9.4154 0.3443 -0.1967 0.5967
H -2.5640 -5.1169 -9.2812 0.3307 0.4330 0.2114
H -0.0407 -4.0314 -7.9389 0.0208 0.0179 0.1459
H -1.1365 -4.4634 -5.7859 -0.4458 -0.0369 0.1066
H -2.6985 -4.8619 -6.6356 0.5292 0.6076 0.0848
H -3.5809 -1.5386 -6.3308 -0.0923 -0.4456 0.2245
H -3.3104 -2.7071 -4.9941 0.1243 0.0589 0.2878
H -4.0765 -3.2732 -6.4752 -0.0793 0.1988 -0.0837
H -1.4229 -6.6340 -7.6905 -0.3235 -0.0988 -0.0858
H -0.0784 -6.1851 -6.9547 0.3948 -0.1560 0.4766
C 6.3033 -2.4893 -2.9093 0.0885 0.1604 -1.1566
C 7.1771 -1.2629 -3.2239 -0.1784 -0.8059 -0.6606
C 6.5205 -0.3297 -4.2271 1.1519 -0.7797 -0.8423
O 5.3953 0.2232 -3.6624 -0.8646 -0.4257 0.0884
C 4.7516 1.1819 -4.4689 -1.1306 -0.2967 1.5896
N 7.5364 -0.4572 -2.1109 -0.1047 0.9600 1.0124
H 6.1421 -3.0567 -3.8450 -0.3136 0.3549 0.2236
H 5.3598 -2.1310 -2.4957 -0.0832 -0.3304 0.0798
H 6.7789 -3.2319 -2.2829 0.1883 0.1796 0.6242
H 8.0988 -1.5900 -3.6936 0.2458 -0.2607 -0.2311
H 6.3296 -0.8888 -5.1792 -0.1434 0.4397 0.4940
H 7.2469 0.4687 -4.4130 0.1025 0.0392 -0.3296
H 4.2348 0.7685 -5.3431 0.4735 -0.0596 -0.1697
H 5.4460 1.9788 -4.6810 0.0735 0.4760 -0.4595
H 3.9638 1.5010 -3.7656 0.1296 0.5735 -0.6506
H 7.8781 -0.9945 -1.3341 0.1190 -0.2321 0.2496
H 6.7011 0.0315 -1.7984 0.1946 0.0205 0.1340
C 1.2793 7.6033 -3.3331 0.4478 1.0151 1.9036
C 0.2189 6.5806 -3.4804 -0.4961 -0.1960 -1.4981
C 0.5261 5.1915 -3.0579 0.0486 -1.7722 0.5376
O 1.6859 4.5010 -3.5216 -0.4849 0.4012 -1.1191
C 1.6365 4.2506 -4.9377 0.9277 -0.0549 0.7907
N -1.0145 6.9775 -2.8250 -0.6133 0.6154 0.3419
H 0.8169 8.5226 -3.6560 0.2390 0.5636 -0.4001
H 2.2395 7.4275 -3.8168 -0.2726 -0.2277 -0.2146
H 1.4891 7.7814 -2.2503 0.0662 -0.2592 -0.5770
H -0.0091 6.5738 -4.5584 -0.0637 -0.2113 0.0353
H -0.3856 4.6288 -3.3096 0.1573 -0.3550 -0.0551
H 0.6091 5.1346 -1.9810 0.0487 0.1882 0.3708
H 0.7910 3.6334 -5.2369 -0.2853 -0.0313 0.1377
H 2.5614 3.7069 -5.1649 -0.2199 0.0649 -0.0363
H 1.6472 5.1760 -5.5106 -0.1147 0.1406 -0.0753
H -1.7264 6.2440 -2.8262 0.4783 0.0889 -0.0536
H -0.8874 7.2617 -1.8547 0.1128 -0.2335 -0.1548
C 4.9943 -3.9887 6.4441 -0.4543 0.8021 -0.3889
C 3.4741 -3.6257 6.3390 0.9308 0.5941 -1.4225
C 3.3735 -2.4619 5.2948 0.2060 -0.8847 0.2400
O 1.9902 -2.2377 5.0032 1.4865 -0.3634 0.7946
C 1.7889 -1.2085 4.1080 -0.5284 0.8887 -1.0985
N 2.7691 -4.7790 5.7729 0.1722 -0.4267 0.7116
H 5.1626 -4.7762 7.1830 0.0402 -0.0689 -0.2801
H 5.6189 -3.1214 6.7353 -0.4538 -0.3037 0.0279
H 5.3445 -4.2674 5.4191 -0.2988 -0.1867 0.9008
H 3.0304 -3.2472 7.2844 0.3941 -0.2833 -0.2701
H 3.9107 -2.7142 4.3374 -0.4478 -0.0802 0.7312
H 3.9242 -1.6055 5.7317 -0.6596 0.1935 -0.1934
H 0.7640 -1.3456 3.7525 -0.0732 0.4996 0.1056
H 2.4050 -1.2366 3.1895 0.1992 -0.3887 0.3285
H 1.9557 -0.1992 4.5332 -0.2404 -0.3430 0.0832
H 3.0240 -5.6188 6.2921 0.3242 0.0883 -0.1448
H 1.7879 -4.7111 5.9870 -0.6148 0.3223 -0.3782
```
Positions in Å, forces in eV/Å.

LUMO level (eV): 0.493
ΔE to the lowest compared entry with this formula, charge and spin (eV): 0.000
F_max (eV/A): 3.29
Total energy (a.u.): -5701.7243